# C25H30ClIrN2OS3

A molecular structure, C25H30ClIrN2OS3 at a distorted geometry (wB97M-V/def2-TZVPD, OMol25).

Summary:
E_LUMO (alpha / beta): -2.77 / -5.64 eV
ΔE to the lowest compared entry with this formula, charge and spin: 0.259 eV
expectation value of S²: 0.76
HOMO level (alpha / beta): -10.855 / -10.183 eV

ORCA input file:
```
! RIJCOSX wB97M-V def2-TZVPD def2/J DEFGRID3
* xyz 1 2
Ir 0.11 0.17 0.02
Cl 0.55 -1.27 2.92
S 1.64 1.45 1.11
S -1.60 -0.78 -1.18
S 1.81 -0.66 -1.55
O 1.14 -1.26 -2.71
N -1.35 1.12 1.30
N -0.34 2.00 -1.39
C -0.89 3.05 4.49
C 1.27 2.70 3.51
C 4.48 -5.16 1.49
C 0.86 2.70 -1.89
C -2.05 2.09 0.39
C -2.18 2.05 -4.66
C 0.13 -1.52 1.19
C -0.71 1.85 2.42
C 2.66 -1.95 -0.66
C -1.49 2.38 3.44
C -2.50 -0.10 -3.65
C 2.50 -3.24 -1.12
C 3.41 -1.67 0.48
C -1.42 2.45 -3.57
C 3.85 -4.04 0.73
C -1.06 2.88 -0.44
C -2.71 0.77 -4.70
C 4.00 -2.72 1.16
C 0.67 2.02 2.45
C -2.36 0.18 1.85
C -1.18 1.58 -2.52
C 3.10 -4.28 -0.42
C 0.49 3.20 4.54
C -1.73 0.30 -2.55
C 3.23 0.25 -2.16
H 3.63 0.92 -1.39
H 2.34 2.81 3.53
H -3.29 0.45 -5.55
H 0.63 3.71 -2.24
H -0.32 3.34 0.21
H 2.97 -5.30 -0.77
H 1.59 2.77 -1.09
H 0.87 -2.24 0.83
H 3.96 -0.51 -2.44
H -2.71 1.51 -0.25
H -3.21 0.74 2.26
H -0.85 -1.99 1.19
H -1.02 3.46 -3.55
H 1.27 2.14 -2.73
H -1.50 3.46 5.28
H 1.90 -3.43 -2.00
H 4.31 -6.12 1.01
H -2.56 2.28 3.42
H 5.56 -5.01 1.58
H 0.96 3.71 5.37
H -2.73 -0.45 1.04
H 3.52 -0.66 0.84
H -2.92 -1.09 -3.66
H 4.58 -2.51 2.05
H -1.59 3.68 -0.97
H -1.91 -0.42 2.63
H -2.35 2.74 -5.48
H 2.89 0.81 -3.02
H 4.08 -5.21 2.51
H -2.66 2.76 0.99
*
```

=====

# C2H3BeFO

A molecular structure, C2H3BeFO at a distorted geometry (wB97M-V/def2-TZVPD, OMol25).

Summary:
E_LUMO: 0.32 eV
ΔE to the lowest compared entry with this formula, charge and spin: 0.000 eV
HOMO level: -9.543 eV

ORCA input file:
```
! RIJCOSX wB97M-V def2-TZVPD def2/J DEFGRID3
* xyz 0 1
F -2.44 1.70 0.18
O -0.62 0.17 -1.04
C 0.37 -0.54 -0.52
C 0.99 -0.34 0.66
Be -1.37 1.03 -0.51
H 0.63 -1.43 -1.10
H 1.83 -0.98 0.94
H 0.61 0.39 1.39
*
```

=====

# C16H34F3N2NaO10S

A molecular structure, C16H34F3N2NaO10S at a distorted geometry (wB97M-V/def2-TZVPD, OMol25).

Summary:
E_LUMO: 0.21 eV
ΔE to the lowest compared entry with this formula, charge and spin: 0.000 eV
HOMO level: -8.986 eV

ORCA input file:
```
! RIJCOSX wB97M-V def2-TZVPD def2/J DEFGRID3
* xyz 0 1
S -23.31 29.94 -35.53
Na -21.71 30.07 -33.20
F -25.23 28.32 -36.25
F -23.57 27.31 -35.26
F -23.35 28.02 -37.31
O -19.86 26.23 -33.19
O -19.45 31.30 -30.86
O -20.12 28.36 -33.85
O -21.86 29.81 -35.52
O -23.83 30.87 -36.48
O -20.13 26.70 -35.36
O -21.78 25.83 -29.98
O -23.18 30.77 -31.50
O -23.80 30.02 -34.16
O -20.79 35.39 -32.74
N -22.14 27.98 -31.64
N -20.68 32.52 -33.39
C -20.03 27.22 -34.11
C -20.16 25.00 -33.83
C -23.77 32.02 -31.25
C -19.33 31.99 -33.19
C -20.82 33.59 -34.38
C -23.49 28.41 -31.12
C -18.81 32.16 -31.79
C -22.03 36.05 -32.94
C -20.19 34.91 -33.93
C -23.60 29.79 -30.57
C -23.90 28.30 -36.11
C -21.04 28.00 -30.61
C -21.27 27.05 -29.45
C -20.30 31.95 -29.94
C -22.21 24.97 -28.98
C -19.83 25.31 -35.30
H -22.06 36.59 -33.89
H -22.19 36.73 -32.11
H -20.75 31.15 -29.34
H -19.64 24.13 -33.43
H -18.80 25.07 -35.58
H -20.89 29.03 -30.27
H -22.34 26.98 -31.62
H -21.96 27.42 -28.67
H -19.14 34.74 -33.64
H -22.96 29.84 -29.67
H -21.41 24.66 -28.30
H -20.85 33.02 -32.51
H -20.31 26.82 -28.98
H -21.88 33.75 -34.56
H -20.40 33.30 -35.35
H -20.19 35.64 -34.75
H -17.73 31.95 -31.78
H -23.38 32.45 -30.31
H -22.87 35.34 -32.95
H -22.60 24.06 -29.44
H -23.04 25.40 -28.40
H -24.22 28.15 -31.89
H -19.75 32.66 -29.32
H -20.18 27.70 -31.19
H -23.79 27.69 -30.33
H -24.64 30.01 -30.29
H -24.86 31.94 -31.22
H -18.86 33.22 -31.50
H -19.25 30.93 -33.45
H -18.60 32.45 -33.87
H -23.50 32.66 -32.09
H -20.51 24.78 -35.96
H -21.10 32.49 -30.45
H -21.23 24.79 -33.76
*
```

=====

# C5H8N

A gas-phase ion, C5H8N (charge +1) at a distorted geometry (wB97M-V/def2-TZVPD, OMol25).

Summary:
E_LUMO (alpha / beta): -5.27 / -5.27 eV
ΔE to the lowest compared entry with this formula, charge and spin: 5.096 eV
HOMO level (alpha / beta): -12.754 / -12.751 eV

ORCA input file:
```
! RIJCOSX wB97M-V def2-TZVPD def2/J DEFGRID3
* xyz 1 1
N -0.24 1.06 -0.35
C -0.75 -0.05 -1.17
C -0.53 -1.72 1.10
C 0.76 0.48 0.62
C -0.34 -1.25 -0.70
C 0.60 -1.05 0.49
H 1.76 0.80 0.35
H 0.21 1.75 -0.97
H -1.00 1.55 0.14
H -0.45 -2.19 -1.22
H -1.17 -1.08 1.71
H 1.52 -1.61 0.38
H -1.36 0.18 -2.02
H 0.54 0.82 1.63
*
```

=====

# C6H12N

A gas-phase ion, C6H12N (charge +1) at a distorted geometry (wB97M-V/def2-TZVPD, OMol25).

Summary:
E_LUMO (alpha / beta): -4.13 / -3.89 eV
ΔE to the lowest compared entry with this formula, charge and spin: 5.353 eV
HOMO level (alpha / beta): -11.455 / -12.240 eV

ORCA input file:
```
! RIJCOSX wB97M-V def2-TZVPD def2/J DEFGRID3
* xyz 1 1
N 0.36 1.94 -0.85
C -0.95 -0.03 -1.49
C 1.09 -2.11 1.24
C -0.33 -0.06 1.40
C 0.23 -1.12 1.87
C -0.81 1.02 -0.53
C -1.22 1.01 0.94
H -2.27 0.61 0.99
H 2.18 -2.06 1.40
H 1.03 -2.09 0.21
H 0.74 -3.02 1.54
H -0.03 -0.27 -1.89
H -1.65 0.19 -2.29
H 1.02 1.43 -1.55
H -1.08 1.95 1.37
H -1.38 -1.00 -1.04
H 0.06 3.00 -1.15
H -0.15 -1.29 2.90
H 0.82 1.95 0.04
*
```

=====

# C42H85NO11

8 unconnected molecules or ions with the total composition C42H85NO11 at a distorted geometry (wB97M-V/def2-TZVPD, OMol25).

Summary:
E_LUMO: 0.47 eV
ΔE to the lowest compared entry with this formula, charge and spin: 0.855 eV
SMILES string: COCCCCCCCCCCOC(=O)OCCN.C1CCOC1.C1CCOC1.C1CCOC1.C1CCOC1.C1CCOC1.C1CCOC1.C1CCOC1
HOMO level: -9.290 eV

ORCA input file:
```
! RIJCOSX wB97M-V def2-TZVPD def2/J DEFGRID3
* xyz 0 1
O -5.57 -3.21 -3.63
O 6.45 -1.21 3.85
O -10.04 -1.47 3.16
O -8.50 -1.73 1.65
O 1.91 -1.30 -3.16
O -0.28 -0.81 -8.71
O -8.91 0.32 2.59
O -1.32 2.07 -3.33
O -0.27 0.21 1.69
O 1.71 -1.25 6.13
O 8.68 2.69 4.18
N -8.11 2.74 2.97
C -4.24 1.51 -1.53
C -0.30 2.64 1.50
C -4.94 -5.36 -2.88
C 3.76 -1.28 7.31
C 8.61 4.98 3.56
C -10.04 1.14 2.94
C 2.32 -0.78 7.33
C 9.27 3.64 3.28
C 8.49 -0.42 2.93
C -8.19 -1.09 0.40
C 0.39 1.41 2.08
C -9.58 2.63 2.86
C -6.07 -4.54 -3.48
C -0.95 2.39 0.11
C 2.72 -1.76 5.25
C 0.98 -0.71 -8.05
C -3.12 1.13 -0.50
C 7.06 -0.82 2.61
C 7.91 3.39 5.17
C -2.50 2.36 0.20
C -6.28 0.09 -0.86
C -7.00 -0.11 0.48
C 2.99 -1.79 -3.96
C -5.60 1.49 -0.81
C -4.33 -3.08 -2.92
C 3.91 -1.06 -1.92
C -4.20 -4.32 -2.05
C 4.27 -1.19 -3.39
C -1.79 2.24 -4.67
C 0.38 -0.87 2.35
C 7.48 -1.35 4.84
C 2.44 -0.69 -1.98
C -0.81 -2.13 -8.52
C -0.62 1.93 -5.59
C 0.32 -2.97 -7.96
C 8.81 -1.33 4.11
C 8.28 4.86 5.04
C 0.14 0.89 -4.77
C -0.06 1.40 -3.36
C 4.05 -1.32 5.82
C -9.21 -0.98 2.49
C 1.12 -1.94 -7.17
H 2.31 0.40 -2.07
H 2.16 -2.22 -7.00
H -3.55 0.47 0.26
H -7.93 3.71 3.21
H 1.41 -0.93 2.00
H 0.00 2.82 -5.73
H -3.98 2.51 -1.88
H 2.83 -1.51 -5.00
H 10.35 3.68 3.49
H 1.44 1.32 1.74
H 7.32 -2.28 5.39
H -1.05 3.00 2.22
H -5.52 -0.67 -1.04
H -2.62 1.55 -4.84
H 9.63 -0.97 4.73
H 7.68 5.07 2.98
H -2.34 0.53 -0.98
H 2.28 0.31 7.33
H -4.29 -5.74 -3.67
H -5.30 -6.22 -2.30
H 0.41 -0.70 3.44
H 8.53 0.62 3.24
H -0.19 -1.78 2.18
H 4.30 -0.31 5.46
H -0.33 -0.09 -4.89
H -2.93 3.30 -0.16
H -1.19 -2.51 -9.47
H -3.17 -4.59 -1.84
H -6.34 -0.39 1.31
H 1.76 -1.15 8.20
H 7.02 -1.67 1.93
H -1.64 -2.06 -7.82
H -0.03 -3.81 -7.35
H -7.00 0.13 -1.68
H 1.77 -0.68 -8.82
H -2.16 3.26 -4.80
H 1.19 0.80 -5.05
H 0.71 2.14 -3.09
H -4.72 -4.17 -1.10
H 1.88 -1.03 -1.10
H -3.52 -3.03 -3.66
H 3.81 -2.29 7.73
H 4.44 -0.20 -3.82
H 9.24 5.83 3.31
H -0.05 0.60 -2.62
H 0.44 3.44 1.42
H 6.48 0.00 2.17
H -10.36 0.94 3.96
H -10.82 0.97 2.20
H -0.65 3.20 -0.55
H -7.42 0.86 0.76
H -0.58 1.46 -0.32
H -0.93 1.57 -6.57
H 0.41 1.49 3.17
H 9.13 3.31 2.25
H 8.13 2.98 6.15
H 6.85 3.23 4.95
H 9.17 5.08 5.64
H 9.17 -0.56 2.08
H -4.20 0.77 -2.33
H 4.52 -0.33 -1.38
H -2.78 2.28 1.26
H -6.29 2.28 -1.12
H 0.64 -1.76 -6.20
H -6.41 -4.91 -4.45
H -5.41 1.68 0.25
H 5.15 -1.81 -3.58
H 7.39 -0.51 5.54
H 0.94 -3.37 -8.77
H -9.94 3.08 1.93
H 2.54 -1.38 4.24
H 1.02 0.22 -7.48
H -7.72 2.65 2.03
H -6.94 -4.50 -2.80
H 7.48 5.53 5.37
H 4.44 -0.65 7.88
H 9.06 -2.33 3.76
H -7.88 -1.89 -0.27
H 3.00 -2.88 -3.89
H 4.03 -2.03 -1.42
H -9.99 3.15 3.72
H 4.87 -1.98 5.55
H 2.63 -2.85 5.23
H -9.07 -0.64 -0.08
H -4.34 -2.16 -2.34
*
```

=====

# C9H9F3NO

2 unconnected molecules or ions with the total composition C9H9F3NO at a distorted geometry (wB97M-V/def2-TZVPD, OMol25).

Summary:
E_LUMO (alpha / beta): -4.27 / -4.26 eV
ΔE to the lowest compared entry with this formula, charge and spin: 0.086 eV
HOMO level (alpha / beta): -12.777 / -12.777 eV

ORCA input file:
```
! RIJCOSX wB97M-V def2-TZVPD def2/J DEFGRID3
* xyz 1 1
F -3.83 0.40 0.30
F 0.24 -2.39 1.92
F -0.56 3.68 0.74
O 2.16 -1.11 2.10
N 2.18 -0.25 -0.58
C 0.49 -1.97 -1.25
C -0.84 2.47 0.47
C -2.55 0.82 0.28
C 0.12 1.63 0.07
C -2.23 2.17 0.52
C -0.22 0.21 -0.18
C -1.58 -0.14 -0.05
C 0.79 -0.79 -0.34
C 1.13 -1.53 1.64
H 0.62 -1.58 -2.32
H 1.09 1.93 0.22
H 1.33 -2.76 -1.16
H -0.44 -2.48 -0.91
H 2.02 0.79 -0.78
H 2.61 -0.27 0.35
H -3.10 2.87 0.70
H 2.64 -0.57 -1.45
H -2.07 -1.14 -0.32
*
```

=====

# N6O18Pb2

A molecular structure, N6O18Pb2 at a distorted geometry (wB97M-V/def2-TZVPD, OMol25).

Summary:
E_LUMO: 1.70 eV
ΔE to the lowest compared entry with this formula, charge and spin: 4.094 eV
HOMO level: -1.679 eV

ORCA input file:
```
! RIJCOSX wB97M-V def2-TZVPD def2/J DEFGRID3
* xyz -2 1
Pb 10.14 21.68 3.86
Pb 8.09 22.00 8.52
O 14.50 20.00 7.80
O 6.39 20.03 5.40
O 11.52 22.69 11.19
O 10.95 23.14 5.95
O 7.79 21.28 6.20
O 11.45 21.24 6.07
O 15.17 18.84 3.62
O 8.60 24.17 7.70
O 9.74 22.48 10.30
O 14.12 22.02 7.26
O 11.14 24.08 9.74
O 8.65 25.61 6.10
O 15.76 20.81 3.78
O 12.81 21.03 8.60
O 13.83 20.31 4.54
O 10.11 21.95 7.48
O 8.24 20.56 4.39
O 6.86 24.29 6.42
N 10.62 23.30 10.67
N 7.94 24.84 6.85
N 14.88 20.00 3.89
N 11.12 22.20 6.72
N 7.59 20.35 5.49
N 13.67 20.87 7.64
*
```

=====

# C9H8Br2Cl24InS

A molecular structure, C9H8Br2Cl24InS at a distorted geometry (wB97M-V/def2-TZVPD, OMol25).

Summary:
E_LUMO: 1.37 eV
HOMO level: -5.204 eV

ORCA input file:
```
! RIJCOSX wB97M-V def2-TZVPD def2/J DEFGRID3
* xyz -1 1
In -0.14 2.70 -1.99
Br 4.35 3.59 0.30
Br 1.18 4.98 0.29
Cl 0.35 -0.75 -6.98
Cl -7.67 -1.58 4.68
Cl 2.77 -1.79 -2.41
Cl 6.37 -4.01 -2.44
Cl -7.16 -3.82 6.46
Cl 1.00 -4.07 -2.06
Cl 5.11 -3.64 -5.03
Cl 7.97 -4.11 -4.87
Cl -3.85 4.70 3.44
Cl -2.36 -0.50 8.73
Cl -5.18 -3.06 4.47
Cl 6.86 -1.58 -3.96
Cl -3.69 -0.75 6.15
Cl -2.54 1.80 6.95
Cl 2.05 -2.84 -5.88
Cl -1.85 3.36 1.80
Cl 0.30 -1.50 -0.90
Cl -4.92 0.80 8.28
Cl 2.50 -3.04 0.20
Cl -4.67 2.94 1.27
Cl -3.46 1.82 3.67
Cl -0.81 -3.29 -6.16
Cl -7.68 -4.29 3.64
Cl 0.18 -1.43 -4.15
S -1.76 1.18 -0.74
C -6.92 -3.19 4.81
C 3.52 1.73 -1.82
C 1.54 3.20 -0.56
C 3.04 3.20 -1.22
C 1.64 -2.60 -1.29
C -3.37 0.34 7.53
C 0.44 -2.07 -5.79
C 6.58 -3.34 -4.08
C -3.46 3.21 2.55
H 3.60 1.72 -3.01
H -1.08 4.23 -2.35
H 2.72 0.93 -1.49
H 3.21 4.07 -2.01
H 1.55 2.35 0.29
H 4.60 1.41 -1.43
H -1.25 1.16 0.59
H 0.35 1.84 -3.48
*
```

=====

# C3H9NS

2 unconnected molecules or ions with the total composition C3H9NS at a distorted geometry (wB97M-V/def2-TZVPD, OMol25).

Summary:
E_LUMO: 0.87 eV
ΔE to the lowest compared entry with this formula, charge and spin: 2.774 eV
SMILES string: C=N.CCS
HOMO level: -8.656 eV

ORCA input file:
```
! RIJCOSX wB97M-V def2-TZVPD def2/J DEFGRID3
* xyz 0 1
S 0.45 -0.48 -1.15
N -2.15 -0.57 1.03
C -2.52 0.45 0.37
C 1.99 0.39 -0.36
C 1.61 0.56 1.14
H 0.82 1.33 1.27
H -2.47 0.47 -0.75
H 2.00 1.37 -0.90
H 2.99 -0.04 -0.56
H 1.01 -0.29 1.51
H 2.58 0.89 1.60
H -2.26 -0.51 2.03
H -0.38 -1.41 -0.70
H -2.89 1.50 0.68
*
```